# 1
ORCA calculation (ωB97M-V with the def2-TZVPD basis set) on a structure of composition C20H18N2O5S2Ti in a non-equilibrium geometry.

Calculated values
net charge	0
relative energy (zero: lowest compared OMol25 entry of this formula, charge and spin)	0.00	kJ/mol
HOMO energy	-6.771	eV

Last column: Löwdin charge in e.
CARTESIAN COORDINATES (ANGSTROEM)
Ti 0.308 0.760 0.449  1.084
S -0.736 1.091 -4.018  0.619
S -0.375 -3.071 -1.362  1.012
O 0.228 2.926 0.347  -0.100
O 0.252 1.306 2.418  -0.136
O 1.506 -0.683 1.141  -0.070
O -2.900 -0.394 -4.364  -0.070
O -1.163 0.162 0.016  -0.302
N 1.363 0.053 -1.342  -0.016
N -0.767 4.914 0.292  0.171
C -2.322 -2.684 -3.006  -0.069
C -1.301 3.343 -1.574  -0.005
C 0.047 0.520 3.409  -0.326
C 0.268 -0.915 3.252  -0.079
C -0.583 0.985 4.571  -0.017
C 3.227 0.668 -2.574  -0.057
C -1.474 -1.475 -3.019  -0.229
C 1.093 -1.381 2.098  -0.287
C 2.487 0.734 -1.432  -0.167
C 0.854 -0.669 -2.361  -0.323
C -0.615 3.677 -0.249  -0.454
C -0.915 -1.235 5.356  -0.084
C -1.083 0.128 5.489  -0.090
C 1.335 -2.895 2.207  -0.015
C -1.760 -3.668 -2.175  -0.388
C -0.301 -1.608 -2.272  -0.473
C -1.808 -0.226 -3.839  -0.902
C 1.682 -0.920 -3.454  -0.069
C -0.312 -1.745 4.218  -0.034
C 2.851 -0.238 -3.600  -0.050
H -2.008 4.200 -1.800  0.111
H -2.079 -4.641 -2.017  0.032
H -0.423 5.036 1.262  0.140
H -0.437 3.335 -2.236  0.065
H 1.944 -3.129 1.291  0.093
H -1.654 0.540 6.301  0.110
H 1.949 -3.242 3.103  0.120
H -3.085 -2.855 -3.722  0.096
H 0.461 -3.521 2.085  0.081
H 1.234 -1.427 -4.388  0.164
H 4.094 1.370 -2.677  0.122
H -1.209 -1.884 6.209  0.118
H 3.395 -0.109 -4.586  0.137
H 2.653 1.632 -0.768  0.137
H -0.277 -2.784 4.098  0.089
H -0.465 2.046 4.859  0.131
H -1.721 2.378 -1.534  0.040
H -1.458 5.594 -0.102  0.139



# 2
ORCA calculation (ωB97M-V with the def2-TZVPD basis set) on the molecule C4H6ClF in a non-equilibrium geometry.

Calculated values
SMILES string	CC(C)=C(F)Cl
net charge	0
relative energy (zero: lowest compared OMol25 entry of this formula, charge and spin)	67.33	kJ/mol
HOMO energy	-8.990	eV

Last column: Löwdin charge in e.
CARTESIAN COORDINATES (ANGSTROEM)
Cl -2.599 -0.215 0.976  0.741
F -0.644 1.010 2.119  0.026
C 1.244 0.654 0.216  -0.036
C -0.290 -0.866 -1.031  -0.091
C -0.991 0.343 1.015  -0.759
C -0.112 0.004 0.114  -0.409
H -1.139 -0.672 -1.647  0.058
H 0.576 -0.850 -1.767  0.100
H 1.851 0.145 0.920  0.076
H 0.960 1.664 0.444  0.076
H -0.568 -1.892 -0.550  0.123
H 1.712 0.675 -0.810  0.096



# 3
ORCA calculation (ωB97M-V with the def2-TZVPD basis set) on a cluster of 13 separate species, C68H95F8N5O5 in total in a non-equilibrium geometry.

Calculated values
net charge	0
HOMO energy	-8.883	eV

Last column: Löwdin charge in e.
CARTESIAN COORDINATES (ANGSTROEM)
F 6.786 -5.401 0.921  0.037
F 0.503 2.445 -5.056  0.058
F -3.150 -3.262 -2.591  -0.006
F -2.689 -0.721 -0.050  0.036
F 0.426 0.623 -7.406  0.041
F -6.084 4.956 -2.493  0.059
F 3.895 -1.698 -1.670  0.025
F -0.155 7.129 1.516  0.051
O 3.983 -0.204 1.496  -0.216
O -0.275 -0.354 4.356  -0.187
O -0.860 -4.954 -0.374  -0.240
O 4.431 2.972 2.282  -0.234
O -6.147 0.938 4.018  -0.209
N 2.677 -5.523 -1.536  0.046
N 6.637 0.913 0.936  0.057
N -1.552 -2.980 4.653  0.051
N 1.928 4.818 0.235  0.069
N -4.125 -0.848 2.971  0.071
C 0.846 -0.583 -1.044  -0.070
C -5.619 -1.100 2.834  -0.397
C 3.323 -4.335 2.880  -0.088
C -3.556 2.518 -3.288  -0.097
C 0.399 -4.788 -1.073  -0.208
C -1.141 5.692 -4.964  -0.092
C 5.111 -0.536 2.347  -0.141
C -1.582 5.567 2.547  -0.016
C 1.353 -6.045 -1.001  -0.389
C 0.451 5.514 -3.118  -0.097
C 4.755 1.769 -3.639  -0.095
C 0.083 1.622 -0.482  -0.067
C -4.287 3.680 -3.351  -0.012
C -5.374 3.816 -2.505  -0.279
C -1.213 1.163 -0.201  -0.018
C 1.327 -6.454 0.459  -0.056
C 6.425 -0.398 1.507  -0.445
C 0.167 3.667 -4.614  -0.244
C -3.920 1.473 -2.457  -0.090
C 4.170 -0.536 -2.303  -0.241
C -6.971 -1.832 -1.689  -0.103
C -5.952 -2.594 2.842  -0.078
C -0.485 6.247 -3.840  -0.084
C -6.162 -2.383 -0.739  -0.096
C -6.250 -0.478 4.046  -0.226
C 0.654 -0.937 -5.619  -0.007
C -1.958 -0.167 -4.825  -0.095
C -4.848 -2.825 -0.921  0.006
C 5.451 0.027 -2.040  0.002
C 5.688 1.201 -2.762  -0.094
C -2.134 4.576 0.066  -0.064
C -5.024 1.681 -1.605  -0.080
C 3.367 3.938 2.050  -0.168
C 7.633 -0.892 2.275  -0.054
C 4.045 -5.508 3.263  -0.048
C -5.772 2.838 -1.602  -0.009
C -0.439 -1.042 -0.746  -0.004
C 2.954 3.773 0.598  -0.373
C -0.050 -1.607 -4.583  -0.075
C 1.109 0.795 -0.947  -0.079
C -2.442 4.453 2.452  -0.062
C -0.563 -2.637 3.683  -0.482
C 2.773 -0.066 2.206  -0.118
C -0.800 4.428 -5.398  -0.005
C -6.435 -1.604 -2.946  -0.055
C -1.704 -5.984 -0.957  -0.094
C 0.693 4.201 -3.468  -0.025
C 4.914 3.038 3.580  -0.136
C 4.817 -4.023 1.078  -0.020
C -6.639 1.639 5.102  -0.123
C -4.405 -2.727 -2.231  -0.236
C -1.436 0.412 -5.937  -0.021
C -1.040 6.115 1.411  -0.338
C 3.651 -3.642 1.750  -0.109
C -5.132 -2.118 -3.226  -0.013
C -0.647 -1.187 3.252  -0.216
C -0.120 0.021 -6.316  -0.253
C -1.464 -0.179 -0.296  -0.270
C -0.685 -3.614 2.524  -0.055
C -2.737 3.961 1.171  -0.103
C 5.603 -5.074 1.538  -0.256
C -1.308 -1.195 -4.108  -0.054
C 4.174 3.864 -0.363  -0.021
C -1.323 5.726 0.160  -0.010
C 3.215 -0.141 -3.300  -0.012
C 3.579 1.039 -3.965  -0.069
C 5.247 -5.825 2.635  -0.021
C -0.397 1.051 3.993  -0.074
H 8.523 -1.051 1.641  0.089
H -4.270 -3.312 -0.182  0.101
H 2.587 1.007 2.449  0.085
H 1.080 4.652 0.730  0.027
H 1.997 -0.321 1.459  0.069
H 1.359 3.630 -2.793  0.117
H -6.442 2.666 4.875  0.078
H 3.093 -2.801 1.380  0.101
H 0.330 -6.768 0.787  0.079
H 1.566 -5.570 1.095  0.072
H -5.853 -2.982 3.869  0.084
H -6.599 3.057 -0.970  0.112
H 5.126 -3.436 0.231  0.109
H -2.359 4.131 -0.888  0.095
H -1.761 -1.876 -3.495  0.046
H -6.916 -0.935 -3.656  0.109
H -2.029 -5.673 -1.986  0.093
H 7.440 -1.822 2.763  0.067
H -7.923 -1.442 -1.385  0.106
H 1.640 -1.213 -1.407  0.078
H 6.015 -0.439 -1.277  0.080
H -3.923 4.440 -4.021  0.108
H 2.516 2.821 0.478  0.087
H 5.858 -6.717 2.809  0.126
H 6.866 1.640 1.635  0.080
H 0.007 -3.523 1.665  0.072
H 2.567 -4.025 3.528  0.075
H 0.523 -2.398 -4.098  0.098
H -6.989 -2.703 2.503  0.071
H -7.751 1.538 5.063  0.100
H 4.548 4.922 -0.331  0.102
H -2.935 4.006 3.354  0.118
H 5.113 0.168 3.198  0.123
H 4.195 2.689 4.320  0.087
H -1.285 -7.033 -0.942  0.092
H -1.239 6.015 3.495  0.127
H 2.924 -4.821 -0.780  0.067
H -1.492 -2.244 5.375  0.087
H -5.287 0.826 -0.971  0.103
H -5.829 -0.870 5.012  0.144
H -3.986 0.007 3.433  0.036
H 3.747 -6.104 4.133  0.109
H 7.900 -0.106 2.974  0.073
H 5.809 2.441 3.613  0.070
H -6.175 1.286 6.041  0.099
H 0.273 2.721 -0.398  0.097
H 0.271 -4.480 -2.141  0.121
H -1.648 -1.048 2.807  0.100
H 4.892 -1.582 2.529  0.096
H 1.988 -7.230 0.744  0.064
H -3.337 0.501 -2.451  0.107
H 5.888 1.200 0.287  0.053
H 6.295 -1.075 0.676  0.105
H 1.010 -6.860 -1.669  0.133
H -2.030 1.106 -6.490  0.113
H -3.418 3.118 1.048  0.100
H -1.717 -3.498 2.209  0.070
H -3.632 -0.752 2.077  0.048
H 5.013 2.694 -4.133  0.099
H 2.969 1.412 -4.768  0.089
H 2.701 -0.615 3.120  0.083
H -0.790 -2.054 -0.820  0.100
H 2.322 -0.710 -3.510  0.078
H 6.566 1.852 -2.529  0.121
H 0.825 -3.939 -0.573  0.089
H -4.667 -2.046 -4.205  0.116
H -2.640 2.401 -3.856  0.092
H 5.126 4.099 3.846  0.098
H 0.471 -2.786 4.124  0.143
H -0.692 -4.589 2.968  0.076
H 4.000 3.489 -1.377  0.063
H 3.743 4.967 2.264  0.134
H 2.105 1.270 -1.136  0.113
H 0.134 -0.955 2.472  0.110
H -2.561 -6.117 -0.304  0.076
H -1.936 1.910 0.140  0.079
H -2.438 -2.905 4.183  0.051
H 2.419 -5.096 -2.402  0.040
H -1.386 1.423 4.174  0.066
H 0.263 1.596 4.640  0.076
H -6.647 -2.318 0.216  0.077
H -5.984 -0.700 1.873  0.129
H -0.126 1.191 2.933  0.078
H -2.949 0.051 -4.541  0.067
H -0.861 6.048 -0.766  0.101
H 1.684 -1.128 -5.876  0.111
H -1.308 4.093 -6.267  0.098
H 0.904 5.974 -2.267  0.085
H -5.361 -3.186 2.076  0.082
H -0.613 7.260 -3.570  0.087
H 2.163 5.782 0.411  0.071
H 4.868 3.217 0.075  0.026
H -1.934 6.244 -5.457  0.105
H 2.610 3.731 2.801  0.119
H -7.311 -0.734 4.100  0.126



# 4
ORCA calculation (ωB97M-V with the def2-TZVPD basis set) on a structure of composition C3H6N2S2 in a non-equilibrium geometry.

Calculated values
net charge	0
relative energy (zero: lowest compared OMol25 entry of this formula, charge and spin)	538.42	kJ/mol
HOMO energy	-8.150	eV

Last column: Löwdin charge in e.
CARTESIAN COORDINATES (ANGSTROEM)
S 1.370 -2.067 -0.263  0.645
S -1.310 1.265 0.053  0.925
N 0.757 -0.362 -0.290  -0.348
N -0.231 2.291 0.268  -0.520
C 0.925 2.319 0.684  -0.162
C -0.550 -0.345 -0.125  -0.800
C -1.331 -1.636 -0.164  -0.216
H 2.648 -1.391 -0.250  -0.082
H -0.562 -2.647 -0.674  0.052
H 1.353 3.378 0.693  0.084
H -2.355 -1.416 -0.992  0.159
H 1.500 1.452 1.362  0.134
H -1.487 -2.068 1.001  0.131



# 5
ORCA calculation (ωB97M-V with the def2-TZVPD basis set) on the molecule C9H15NOSi in a non-equilibrium geometry.

Calculated values
spin multiplicity	3
net charge	0
HOMO energy (alpha / beta)	-6.044 / -8.822	eV

Last column: Löwdin charge in e.
CARTESIAN COORDINATES (ANGSTROEM)
Si -1.645 0.405 0.098  0.571
O 2.790 -0.249 1.440  0.102
N -1.831 -0.860 1.338  -0.015
C 2.482 0.058 0.305  -0.435
C -0.989 -1.768 1.520  -0.270
C -3.002 1.559 0.736  -0.182
C 0.915 -1.523 -0.136  -0.077
C 1.163 -0.127 -0.322  -0.379
C 0.201 0.812 0.318  -0.177
C -2.013 0.117 -1.787  -0.175
C 3.508 0.803 -0.562  0.014
C 0.154 -2.246 0.708  -0.008
H 0.508 -3.274 0.829  0.118
H -1.516 -0.792 -2.205  0.028
H -1.159 -2.527 2.274  0.086
H -1.884 1.051 -2.279  0.002
H -3.758 1.653 -0.071  0.027
H 3.438 0.698 -1.591  0.049
H 4.420 0.340 -0.191  0.090
H 0.653 1.731 0.108  0.074
H 0.523 0.675 1.317  0.081
H -3.131 -0.190 -1.864  0.055
H -3.413 1.130 1.698  0.047
H 1.283 0.189 -1.412  0.167
H 1.545 -2.044 -0.769  0.107
H -2.569 2.529 0.803  -0.003
H 3.329 1.851 -0.301  0.102



# 6
ORCA calculation (ωB97M-V with the def2-TZVPD basis set) on a structure of composition C4H7NO2 in a non-equilibrium geometry.

Calculated values
net charge	0
relative energy (zero: lowest compared OMol25 entry of this formula, charge and spin)	310.32	kJ/mol
HOMO energy	-9.514	eV

Last column: Löwdin charge in e.
CARTESIAN COORDINATES (ANGSTROEM)
O 0.439 -2.385 -0.252  0.124
O 2.330 -0.150 0.209  0.004
N -1.137 0.748 0.105  -0.064
C 0.230 1.166 -0.187  -0.161
C -1.284 -0.637 -0.351  -0.125
C 0.097 -1.235 -0.143  -0.333
C 0.947 -0.062 0.292  -0.403
H -1.827 1.368 -0.291  0.110
H -1.527 -0.740 -1.420  0.133
H 0.462 1.339 -1.251  0.136
H 2.050 -0.192 1.199  0.120
H 0.521 2.053 0.383  0.130
H -2.032 -1.184 0.229  0.128
H 0.732 -0.087 1.477  0.201



# 7
ORCA calculation (ωB97M-V with the def2-TZVPD basis set) on a cluster of 12 separate species, C5H34N2O12 in total in a non-equilibrium geometry.

Calculated values
spin multiplicity	2
net charge	+1
relative energy (zero: lowest compared OMol25 entry of this formula, charge and spin)	488.40	kJ/mol
HOMO energy (alpha / beta)	-13.320 / -13.316	eV

Last column: Löwdin charge in e.
CARTESIAN COORDINATES (ANGSTROEM)
O 0.459 -2.518 0.178  -0.096
O -2.618 -0.567 -2.646  0.097
O 2.038 -1.871 -2.084  -0.013
O 0.177 -0.753 -3.692  0.027
O -0.767 3.482 0.388  -0.043
O 1.996 0.614 -2.649  -0.036
O -1.925 -2.791 -1.397  -0.042
O -4.652 -0.184 1.347  -0.014
O 4.689 -0.451 -0.080  -0.071
O -2.463 -2.669 1.663  -0.043
O 1.356 3.818 -1.061  -0.040
O 3.911 2.369 0.261  -0.129
N -1.871 0.087 0.461  0.143
N -0.084 -1.214 3.161  0.053
C 1.521 0.632 2.425  -0.015
C -1.023 0.591 1.699  -0.024
C 0.267 -0.278 2.113  -0.382
C -2.584 0.176 -1.701  -0.205
C -1.467 0.585 -0.790  -0.125
H -2.822 -2.426 -1.408  0.052
H 4.200 2.054 1.243  0.129
H 4.207 -0.601 -0.867  -0.023
H -1.426 1.728 -0.739  0.145
H 0.588 -1.618 3.691  0.046
H -2.036 -2.687 2.509  0.025
H 0.705 -1.284 -3.170  -0.032
H -0.572 1.546 1.399  0.084
H 1.622 -1.638 -1.256  0.015
H -0.384 -1.014 -4.332  0.016
H 1.013 2.944 -1.437  0.071
H -0.535 0.167 -1.021  0.128
H 2.918 2.229 0.223  0.020
H -0.279 3.542 -0.414  -0.034
H 0.737 -0.846 1.293  0.101
H 1.111 1.411 3.118  0.108
H 2.075 0.992 1.608  0.024
H -0.042 -2.417 1.007  0.003
H 1.597 0.207 -3.399  -0.007
H -3.427 -2.485 1.796  0.079
H 1.548 4.185 -1.910  0.059
H -1.580 -2.587 -2.257  0.031
H 1.805 0.321 -1.782  -0.019
H -4.730 0.686 0.938  0.054
H -3.793 -0.421 1.673  -0.021
H 2.770 -2.415 -1.933  0.052
H 4.908 0.527 -0.154  0.047
H -3.459 0.836 -1.619  0.140
H 2.341 0.197 2.974  0.087
H -0.782 -0.753 3.855  0.140
H -1.786 0.870 2.432  0.135
H -1.691 -1.002 0.571  0.152
H -1.602 3.849 0.104  0.059
H -0.159 -3.153 -0.330  0.092



# 8
ORCA calculation (ωB97M-V with the def2-TZVPD basis set) on a structure of composition C2H9N5S in a non-equilibrium geometry.

Calculated values
net charge	0
relative energy (zero: lowest compared OMol25 entry of this formula, charge and spin)	346.32	kJ/mol
HOMO energy	-8.153	eV

Last column: Löwdin charge in e.
CARTESIAN COORDINATES (ANGSTROEM)
S 2.070 -0.645 -0.763  0.752
N 0.551 -1.096 -0.113  -0.278
N -1.773 -0.350 0.119  -0.074
N -1.143 1.933 -0.351  -0.053
N -2.064 -1.717 -0.094  -0.027
N 0.119 1.068 -0.454  -0.019
C 2.895 0.187 0.606  -0.504
C -0.362 -0.099 -0.264  -0.537
H -2.271 -2.023 -1.048  0.090
H 2.026 -0.122 1.551  0.110
H -2.313 0.488 -0.411  0.151
H -1.094 2.251 0.611  0.067
H -1.115 2.833 -0.845  0.072
H 2.824 1.502 0.279  0.103
H 0.359 -1.989 0.014  0.008
H -2.797 -1.884 0.540  0.054
H 4.086 -0.337 0.621  0.085



| no. | molecular weight (g mol⁻¹) | calculated total energy (eV) |
| --- | --- | --- |
| 1 | 478.4 | -79036.709 |
| 2 | 108.5 | -19484.044 |
| 3 | 1214.5 | -111479.286 |
| 4 | 134.2 | -27853.516 |
| 5 | 181.3 | -20986.533 |
| 6 | 101.1 | -9844.063 |
| 7 | 314.3 | -33274.419 |
| 8 | 135.2 | -20500.307 |